# 1
Molecular formula: C23H34BClN11O7PRe
Method: DFT, the ωB97M-V functional and the def2-TZVPD basis

XYZ file:
```
79
Properties=species:S:1:pos:R:3:lowdin_spin:R:1
Re 0.739 0.103 0.465 1.581
C 2.238 -3.295 -0.484 0.001
C 0.865 -3.097 0.071 0.018
C -0.017 -4.126 0.279 0.021
C -1.242 -3.544 0.593 0.055
N -1.104 -2.231 0.588 0.011
N 0.197 -1.893 0.314 0.073
B -2.194 -1.163 0.872 -0.001
N -1.733 -0.477 2.151 0.005
C -2.240 -0.448 3.367 0.026
C -1.455 0.352 4.173 0.011
C -0.437 0.817 3.383 0.011
C 0.573 1.771 3.894 0.001
N -0.576 0.285 2.094 0.033
N -2.107 -0.048 -0.213 0.006
C -3.117 0.426 -0.924 0.027
C -2.651 1.430 -1.759 0.009
C -1.299 1.523 -1.545 0.014
C -0.389 2.332 -2.402 0.001
N -0.961 0.643 -0.526 0.032
N -3.530 -1.789 0.819 0.000
C -4.632 -1.895 1.625 0.001
C -5.573 -2.614 0.954 0.000
C -4.986 -2.931 -0.294 0.001
C -5.599 -3.703 -1.422 0.000
N -3.767 -2.439 -0.383 0.002
H 2.195 -4.146 -1.162 0.000
H 2.615 -2.441 -1.037 0.000
H 2.948 -3.552 0.297 0.001
H 0.192 -5.177 0.168 0.000
H -2.203 -3.996 0.783 0.002
H -3.130 -0.999 3.614 0.001
H -1.617 0.588 5.211 0.000
H 0.191 2.188 4.823 0.000
H 1.522 1.281 4.112 0.000
H 0.747 2.582 3.208 0.000
H -4.106 0.010 -0.818 0.001
H -3.222 1.987 -2.484 0.000
H -0.822 3.321 -2.547 0.000
H 0.607 2.453 -2.012 0.001
H -0.333 1.866 -3.389 0.000
H -4.698 -1.452 2.603 0.000
H -6.556 -2.886 1.301 0.000
H -6.573 -4.093 -1.141 0.000
H -5.722 -3.067 -2.298 0.000
H -4.958 -4.533 -1.715 0.000
O 3.647 -1.890 1.794 0.002
Cl 3.300 -0.574 1.511 0.004
O 4.277 0.387 1.779 0.001
O 1.968 -0.203 2.166 0.024
O 2.761 -0.422 0.065 0.018
C 0.235 4.360 0.541 0.000
O 1.286 3.608 -0.133 0.009
P 2.129 2.461 0.512 0.000
O 2.435 2.915 1.959 0.003
C 3.686 3.276 2.637 0.001
O 3.532 2.582 -0.147 -0.009
C 4.338 2.280 -1.304 0.000
H -0.077 5.130 -0.156 0.000
H 0.634 4.813 1.443 0.000
H -0.604 3.702 0.775 0.000
H 3.593 4.316 2.932 0.000
H 4.522 3.141 1.962 0.000
H 3.774 2.634 3.507 0.000
H 5.319 2.694 -1.093 0.000
H 3.919 2.782 -2.175 0.000
H 4.427 1.205 -1.438 0.000
N 3.073 0.753 -4.485 0.002
C 2.144 0.102 -3.768 0.002
C 1.956 0.345 -2.389 0.013
N 1.003 -0.287 -1.707 -0.009
C 0.196 -1.143 -2.366 -0.004
C 0.425 -1.375 -3.713 -0.002
N 1.380 -0.783 -4.407 -0.001
H 3.732 1.393 -4.082 0.000
H 3.173 0.519 -5.462 0.000
H 2.573 1.045 -1.861 0.001
H -0.635 -1.606 -1.863 0.000
H -0.204 -2.081 -4.243 0.000
```

Computed properties:
Spin multiplicity ... 3
Net charge ... +3
Molecular weight ... 840.04 g mol⁻¹
HOMO energy (alpha / beta) ... -16.45 / -16.45 eV
Energy above the lowest of the compared OMol25 structures with the same formula, charge and spin ... 116.1 kJ/mol
Orbital gap (alpha / beta) ... 5.39 / 4.69 eV

=====

# 2
Molecular formula: C23H34BClN11O7PRe
Method: DFT, the ωB97M-V functional and the def2-TZVPD basis

XYZ file:
```
79
Properties=species:S:1:pos:R:3:lowdin_spin:R:1
Re -0.420 0.487 0.823 1.825
C -0.207 3.915 -0.169 0.002
C 0.678 2.946 -0.846 0.017
C 1.621 3.269 -1.824 0.017
C 2.194 2.076 -2.206 0.042
N 1.629 1.092 -1.494 0.000
N 0.694 1.616 -0.661 0.036
B 1.936 -0.397 -1.408 -0.001
N 2.354 -0.674 0.049 0.000
C 3.557 -0.989 0.553 0.042
C 3.485 -0.924 1.925 0.010
C 2.178 -0.529 2.222 0.018
C 1.683 -0.280 3.593 0.004
N 1.504 -0.394 1.062 0.023
N 0.599 -1.148 -1.623 -0.001
C 0.339 -2.051 -2.576 0.027
C -0.903 -2.591 -2.341 0.009
C -1.388 -1.961 -1.196 0.012
C -2.698 -2.295 -0.594 0.002
N -0.468 -1.062 -0.772 0.014
N 3.010 -0.895 -2.348 0.000
C 3.515 -2.183 -2.357 0.000
C 4.523 -2.225 -3.269 0.001
C 4.590 -0.904 -3.810 0.000
C 5.497 -0.390 -4.826 0.000
N 3.653 -0.145 -3.216 0.001
H 0.075 4.923 -0.466 0.000
H -0.122 3.849 0.912 0.001
H -1.235 3.750 -0.481 0.000
H 1.845 4.248 -2.193 0.001
H 2.953 1.867 -2.934 0.001
H 4.393 -1.236 -0.068 0.002
H 4.264 -1.123 2.632 0.000
H 2.281 -0.844 4.305 0.000
H 0.636 -0.528 3.732 0.001
H 1.805 0.775 3.841 0.001
H 1.032 -2.267 -3.362 0.001
H -1.406 -3.337 -2.921 0.000
H -3.018 -3.261 -0.977 0.000
H -3.452 -1.568 -0.880 0.001
H -2.658 -2.335 0.487 0.000
H 3.116 -2.946 -1.719 0.000
H 5.143 -3.051 -3.542 0.000
H 6.146 -1.168 -5.216 0.000
H 6.110 0.424 -4.422 0.000
H 4.942 0.091 -5.636 0.000
O -1.108 3.687 2.991 -0.004
Cl -0.792 2.345 3.082 0.007
O -0.692 1.824 4.356 -0.007
O 0.389 2.045 2.306 0.008
O -1.812 1.569 2.335 -0.028
C -4.877 0.505 0.620 0.000
O -3.606 0.469 -0.065 0.001
P -2.522 1.621 -0.107 -0.046
O -3.350 2.791 0.497 -0.022
C -3.328 4.187 0.806 -0.002
O -2.326 2.021 -1.635 -0.024
C -2.387 1.198 -2.796 -0.002
H -5.667 0.667 -0.112 0.000
H -4.902 1.299 1.362 0.000
H -5.010 -0.468 1.087 0.000
H -4.348 4.397 1.133 -0.001
H -3.100 4.801 -0.066 0.000
H -2.656 4.403 1.638 -0.001
H -2.589 1.879 -3.622 -0.001
H -3.187 0.465 -2.723 0.000
H -1.433 0.700 -2.965 0.000
N -0.366 -4.512 3.493 -0.003
C -0.980 -3.355 3.295 -0.003
C -0.558 -2.382 2.334 -0.005
N -1.224 -1.256 2.160 -0.009
C -2.337 -1.047 2.859 0.019
C -2.729 -1.974 3.831 0.000
N -2.058 -3.069 4.026 0.013
H 0.467 -4.787 3.001 0.000
H -0.730 -5.128 4.206 0.000
H 0.326 -2.567 1.745 0.000
H -2.914 -0.155 2.698 0.001
H -3.601 -1.799 4.448 0.000
```

Computed properties:
Spin multiplicity ... 3
Net charge ... +3
Molecular weight ... 840.04 g mol⁻¹
HOMO energy (alpha / beta) ... -15.88 / -15.88 eV
Energy above the lowest of the compared OMol25 structures with the same formula, charge and spin ... 207.8 kJ/mol
Orbital gap (alpha / beta) ... 3.04 / 3.58 eV

=====

# 3
Molecular formula: C23H34Br12Cl6O8
Method: DFT, the ωB97M-V functional and the def2-TZVPD basis

XYZ file:
```
83
Properties=species:S:1:pos:R:3:lowdin_charge:R:1
O -0.071 -1.415 -0.997 0.155
C -0.455 -0.863 -0.044 -0.471
O -0.165 -1.338 1.247 -0.002
C -0.739 -0.489 2.274 -0.191
C -1.701 0.441 1.631 -0.161
C -1.222 0.436 0.155 -0.056
H 0.070 0.067 2.747 0.121
H -1.229 -1.018 3.092 0.123
H -1.555 1.362 2.195 0.114
H -2.743 0.163 1.793 0.114
H -0.468 1.214 0.031 0.130
H -1.960 0.544 -0.639 0.124
O 1.353 6.283 2.480 0.096
C 2.026 6.118 3.484 -0.441
O 1.493 5.975 4.711 0.049
C 2.552 5.794 5.646 -0.165
C 3.892 5.640 4.956 -0.187
C 3.552 5.870 3.563 -0.101
H 2.383 4.876 6.209 0.123
H 2.640 6.610 6.363 0.124
H 4.237 4.613 5.081 0.118
H 4.662 6.310 5.338 0.121
H 3.804 5.037 2.908 0.133
H 4.071 6.758 3.201 0.130
O -6.973 2.452 -5.695 0.070
C -7.873 3.315 -5.805 -0.453
O -7.716 4.627 -5.619 0.034
C -8.914 5.370 -5.937 -0.122
C -9.435 4.403 -6.946 -0.233
C -9.214 3.072 -6.430 -0.096
H -8.849 6.326 -6.457 0.132
H -9.490 5.464 -5.016 0.131
H -9.137 4.684 -7.956 0.134
H -10.520 4.510 -6.957 0.120
H -9.033 2.339 -7.216 0.142
H -10.008 2.907 -5.702 0.142
O 6.626 -0.362 0.372 0.121
C 7.493 -1.186 0.320 -0.460
O 8.858 -0.919 0.326 -0.004
C 9.636 -2.111 0.267 -0.154
C 8.612 -3.109 -0.317 -0.165
C 7.241 -2.664 0.151 -0.075
H 10.015 -2.324 1.267 0.123
H 10.454 -1.901 -0.422 0.124
H 8.916 -4.064 0.111 0.109
H 8.699 -3.163 -1.402 0.118
H 7.053 -3.043 1.156 0.132
H 6.455 -2.919 -0.559 0.131
C -9.673 -2.645 6.306 -1.043
Cl -10.423 -1.353 7.256 0.492
Cl -8.295 -1.998 5.409 0.493
H -9.357 -3.501 6.901 0.030
H -10.425 -3.068 5.640 0.027
C 4.647 0.449 -5.042 -1.018
Cl 6.158 0.820 -5.834 0.499
Cl 3.316 0.466 -6.260 0.466
H 4.746 -0.556 -4.631 0.023
H 4.536 1.182 -4.243 0.030
C -1.471 5.439 -4.398 -0.993
Cl 0.292 5.219 -4.359 0.489
Cl -1.934 6.407 -5.860 0.450
H -1.947 4.462 -4.482 0.022
H -1.933 5.863 -3.507 0.032
C 0.099 -7.375 4.027 -1.505
Br 1.010 -9.145 4.011 0.497
Br 0.458 -6.359 5.715 0.505
Br -1.809 -7.760 3.828 0.524
H 0.460 -6.840 3.148 -0.021
C -4.729 -5.771 -3.384 -1.510
Br -4.487 -7.754 -3.293 0.502
Br -5.778 -5.078 -1.865 0.529
Br -5.503 -5.223 -5.136 0.510
H -3.730 -5.335 -3.383 -0.031
C 5.602 -1.297 9.316 -1.539
Br 5.300 -2.912 10.302 0.590
Br 4.739 0.398 10.172 0.431
Br 5.010 -1.326 7.479 0.549
H 6.672 -1.093 9.264 -0.031
C 2.143 -6.890 -5.203 -1.531
Br 3.707 -6.274 -6.280 0.511
Br 2.537 -7.371 -3.310 0.510
Br 1.309 -8.406 -6.087 0.537
H 1.428 -6.068 -5.178 -0.028
```

Computed properties:
Net charge ... 0
Molecular weight ... 1610.08 g mol⁻¹
HOMO energy ... -10.06 eV
Orbital gap ... 9.45 eV

=====

# 4
Molecular formula: C23H34BrN5O6Pr
Method: DFT, the ωB97M-V functional and the def2-TZVPD basis

XYZ file:
```
70
Properties=species:S:1:pos:R:3:lowdin_spin:R:1
Pr 0.161 -0.022 0.434 2.021
C -3.265 -0.352 -0.108 0.000
C -2.766 -0.854 -1.430 0.000
O -1.408 -1.332 -1.276 -0.002
C -1.292 -2.761 -1.200 0.000
C -1.529 -3.244 0.200 0.000
O -0.685 -2.453 1.057 -0.001
C -0.495 -3.037 2.365 0.000
C 0.832 -2.551 2.853 0.000
O 0.864 -1.117 2.814 -0.002
C 0.485 -0.437 4.025 0.000
C -0.756 0.361 3.768 0.000
O -0.494 1.170 2.603 -0.002
C -0.846 2.558 2.728 0.000
C -0.226 3.268 1.554 0.000
O -0.414 2.516 0.348 -0.001
C -1.601 2.811 -0.410 0.000
C -2.781 2.021 0.093 0.000
O -2.352 0.666 0.342 -0.002
H -3.278 -1.126 0.658 0.000
H -4.275 0.052 -0.192 0.000
H -2.720 -0.048 -2.160 0.000
H -3.396 -1.656 -1.818 0.000
H -0.278 -3.004 -1.500 0.000
H -1.978 -3.235 -1.904 0.000
H -1.239 -4.295 0.269 0.000
H -2.568 -3.155 0.522 0.000
H -0.484 -4.125 2.284 0.000
H -1.323 -2.745 3.015 0.000
H 1.626 -2.897 2.192 0.000
H 1.040 -2.914 3.860 0.000
H 1.313 0.216 4.302 0.000
H 0.326 -1.155 4.830 0.000
H -0.995 0.997 4.621 0.000
H -1.622 -0.272 3.560 0.000
H -0.435 2.960 3.657 0.000
H -1.932 2.652 2.763 0.000
H 0.850 3.368 1.677 0.000
H -0.643 4.270 1.440 0.000
H -1.375 2.540 -1.441 0.000
H -1.816 3.880 -0.360 0.000
H -3.556 2.030 -0.676 0.000
H -3.212 2.418 1.012 0.000
N 4.635 0.440 1.301 0.000
C 4.334 1.437 2.200 0.000
C 2.989 1.593 2.138 0.000
N 2.462 0.715 1.210 -0.004
C 3.488 0.029 0.736 0.000
C 3.303 -1.007 -0.271 0.000
N 2.096 -1.386 -0.659 -0.003
C 2.304 -2.299 -1.676 0.000
C 3.635 -2.471 -1.876 0.000
N 4.257 -1.641 -0.975 0.000
H 5.564 0.086 1.130 0.000
H 5.089 1.931 2.787 0.000
H 2.379 2.271 2.707 0.000
H 1.504 -2.764 -2.222 0.000
H 4.183 -3.093 -2.562 0.000
H 5.256 -1.533 -0.890 0.000
Br 1.129 1.312 -2.199 -0.002
C -0.032 1.353 -3.756 0.000
C 0.611 1.260 -4.973 0.000
C -0.210 1.355 -6.088 0.000
C -1.576 1.530 -5.915 0.000
C -2.080 1.605 -4.629 0.000
N -1.304 1.518 -3.534 0.000
H 1.680 1.133 -5.055 0.000
H 0.220 1.297 -7.079 0.000
H -2.240 1.614 -6.763 0.000
H -3.140 1.746 -4.458 0.000
```

Computed properties:
Spin multiplicity ... 3
Net charge ... +3
Molecular weight ... 697.37 g mol⁻¹
HOMO energy (alpha / beta) ... -16.79 / -16.79 eV
Orbital gap (alpha / beta) ... 8.25 / 8.96 eV

=====

# 5
Molecular formula: C23H34ClN5O6PRhSTe
Method: DFT, the ωB97M-V functional and the def2-TZVPD basis

XYZ file:
```
73
Properties=species:S:1:pos:R:3:lowdin_charge:R:1
Rh 0.023 0.113 -0.253 0.864
N 1.104 -0.780 1.411 -0.040
C 1.065 0.195 2.521 -0.138
C -0.296 0.899 2.503 -0.681
O -1.024 0.859 3.477 0.048
O -0.519 1.479 1.371 -0.216
H 0.505 -1.582 1.603 0.095
H 2.050 -1.107 1.248 0.092
H 1.825 0.950 2.314 0.108
H 1.250 -0.262 3.492 0.121
S 2.119 1.055 -0.880 0.722
C 1.878 1.954 -2.330 -0.758
N 1.516 1.350 -3.457 0.047
C 1.238 2.039 -4.717 -0.146
C 0.916 3.494 -4.425 -0.145
C 2.028 4.069 -3.560 -0.142
N 2.123 3.259 -2.348 0.039
H 1.319 0.365 -3.371 0.109
H 0.405 1.540 -5.209 0.124
H 2.111 1.967 -5.370 0.125
H -0.024 3.558 -3.876 0.104
H 0.816 4.058 -5.351 0.126
H 1.819 5.098 -3.277 0.129
H 2.979 4.045 -4.098 0.127
H 2.407 3.670 -1.474 0.135
C -4.611 -1.720 -2.481 -0.077
C -4.728 -1.893 -0.983 -0.340
O -3.432 -1.853 -0.392 -0.317
P -2.967 -0.840 0.798 0.190
O -1.459 -1.082 0.817 -0.417
Te -4.036 1.260 0.459 0.518
O -3.427 -1.574 2.137 -0.271
C -4.743 -1.502 2.693 -0.316
C -4.631 -1.637 4.194 -0.070
H -5.599 -1.761 -2.943 0.077
H -3.989 -2.507 -2.915 0.079
H -4.160 -0.751 -2.697 0.045
H -5.177 -2.860 -0.739 0.117
H -5.354 -1.100 -0.569 0.041
H -5.349 -2.305 2.264 0.116
H -5.198 -0.546 2.426 0.042
H -4.266 -2.626 4.472 0.075
H -5.608 -1.481 4.653 0.076
H -3.935 -0.890 4.575 0.084
N -4.462 3.844 -4.334 0.178
C -3.414 4.256 -3.573 -0.493
O -3.046 5.412 -3.522 0.072
C -2.668 3.182 -2.829 -0.150
C -2.634 1.854 -3.233 -0.021
C -1.781 0.978 -2.589 -0.136
N -0.993 1.355 -1.583 -0.067
C -1.079 2.617 -1.138 -0.155
C -1.890 3.554 -1.745 -0.006
H -5.034 4.565 -4.739 0.116
H -4.894 2.951 -4.168 0.100
H -3.214 1.493 -4.072 0.116
H -1.700 -0.054 -2.905 0.103
H -0.464 2.865 -0.284 0.103
H -1.911 4.577 -1.398 0.132
Cl 2.958 -5.992 1.031 0.646
C 2.065 -4.700 0.279 -0.681
C 0.687 -4.662 0.392 -0.098
C -0.021 -3.634 -0.217 -0.040
C 0.633 -2.633 -0.937 -0.316
C -0.122 -1.521 -1.555 -0.206
C 2.027 -2.703 -1.033 -0.079
C 2.745 -3.722 -0.430 -0.115
H 0.173 -5.434 0.948 0.106
H -1.098 -3.595 -0.124 0.112
H -1.192 -1.707 -1.622 0.044
H 0.310 -1.215 -2.513 0.040
H 2.558 -1.932 -1.581 0.090
H 3.823 -3.763 -0.508 0.103
```

Computed properties:
Net charge ... 0
Molecular weight ... 805.55 g mol⁻¹
HOMO energy ... -6.66 eV
Energy above the lowest of the compared OMol25 structures with the same formula, charge and spin ... 82.5 kJ/mol
Orbital gap ... 6.15 eV

=====

# 6
Molecular formula: C23H34N2O3
Method: DFT, the ωB97M-V functional and the def2-TZVPD basis

XYZ file:
```
62
Properties=species:S:1:pos:R:3:nbo_charge:R:1
C -3.058 1.246 6.170 -0.604
C -2.049 1.921 5.244 -0.394
C -2.044 1.347 3.826 -0.034
C -3.032 2.091 2.936 -0.604
C -0.667 1.247 3.117 -0.381
C -1.070 -0.147 2.574 -0.307
C -0.001 -1.208 2.655 0.693
O 0.513 -1.535 3.715 -0.637
N 0.397 -1.744 1.482 -0.434
C -0.140 -1.745 0.122 -0.233
C 1.041 -2.684 -0.257 0.259
C 2.137 -2.030 -1.081 -0.412
C 1.631 -2.305 -2.504 -0.344
C 0.583 -1.267 -2.910 0.700
O -0.607 -1.539 -3.013 -0.649
N 1.039 -0.016 -3.086 -0.468
C 0.194 1.095 -3.534 -0.045
C -0.067 0.785 -5.003 -0.443
C 1.384 0.768 -5.529 -0.159
C 2.467 0.773 -4.733 -0.230
C 2.363 0.522 -3.215 -0.070
C 2.310 1.760 -2.223 -0.421
C 0.953 1.854 -1.421 -0.396
C -0.386 1.658 -2.250 -0.383
C 1.016 -3.696 -2.346 -0.067
O 0.712 -3.859 -0.952 -0.517
C 1.314 -2.855 1.249 -0.214
C -2.154 -0.191 3.673 -0.396
H -3.064 1.718 7.153 0.211
H -4.073 1.306 5.770 0.198
H -2.818 0.192 6.310 0.207
H -2.238 2.997 5.200 0.199
H -1.052 1.798 5.678 0.203
H -3.062 1.672 1.927 0.203
H -4.045 2.043 3.343 0.208
H -2.750 3.144 2.856 0.206
H -0.423 2.017 2.382 0.200
H 0.147 1.144 3.835 0.222
H -1.498 -0.085 1.575 0.207
H -1.103 -2.251 0.028 0.212
H -0.182 -0.773 -0.370 0.195
H 2.264 -0.973 -0.845 0.219
H 3.083 -2.547 -0.902 0.220
H 2.439 -2.310 -3.237 0.233
H 0.880 1.915 -3.715 0.208
H -0.618 1.576 -5.514 0.223
H -0.586 -0.160 -5.169 0.245
H 1.525 0.843 -6.602 0.213
H 3.454 0.871 -5.170 0.216
H 3.139 -0.179 -2.909 0.219
H 3.112 1.672 -1.488 0.223
H 2.499 2.687 -2.769 0.209
H 0.940 2.820 -0.914 0.219
H 0.985 1.101 -0.632 0.202
H -0.889 2.612 -2.413 0.208
H -1.071 0.983 -1.737 0.217
H 0.102 -3.794 -2.928 0.215
H 1.726 -4.476 -2.630 0.178
H 2.336 -2.688 1.591 0.203
H 0.942 -3.804 1.642 0.211
H -1.754 -0.712 4.543 0.231
H -3.127 -0.604 3.405 0.206
```

Computed properties:
Net charge ... 0
Molecular weight ... 386.54 g mol⁻¹
HOMO energy ... -9.08 eV
Energy above the lowest of the compared OMol25 structures with the same formula, charge and spin ... 396.5 kJ/mol
Orbital gap ... 9.66 eV